Molecular formula: C35H70N11O9
Method: DFT, ωB97M-V with the def2-TZVPD basis set

M ... 789.01 u
Charge ... +5
E ... -72207.0159 eV
HOMO energy ... -15.21 eV
HOMO-LUMO gap ... 7.427 eV
Lowest unoccupied orbital energy ... -7.8 eV

Last column: Mulliken charge in e.
Geometry (Å):
C1 -11.938263 -25.382375 13.264430  -1.004
C2 -11.393656 -26.168767 14.486384  -0.580
N1 -9.890799 -26.232439 14.503829  0.120
C3 -9.161712 -27.352832 14.259047  -0.342
C4 -7.853767 -27.055968 14.312277  -0.490
N2 -7.771202 -25.737900 14.717364  0.175
C5 -9.032851 -25.249361 14.735511  -0.187
C6 -6.553479 -25.017352 14.961410  -0.564
H1 -13.049964 -25.464433 13.272116  0.345
H2 -11.537421 -25.888314 12.391554  0.329
H3 -11.625023 -24.352635 13.307412  0.343
H4 -11.705586 -27.180886 14.452498  0.322
H5 -11.645979 -25.809707 15.482686  0.388
H6 -9.639474 -28.269255 14.065571  0.440
H7 -7.009310 -27.683976 14.109498  0.462
H8 -9.085087 -24.205042 15.156569  0.525
H9 -6.192028 -25.358217 15.920190  0.337
H10 -6.824358 -24.000562 15.158696  0.078
H11 -5.820240 -25.181222 14.143244  0.321
C7 2.419419 -15.681717 17.400875  -1.229
C8 1.085601 -15.883571 18.037741  -0.297
N3 0.047085 -16.549300 17.153208  0.075
C9 -1.356557 -16.490920 17.385431  -0.318
C10 -1.901982 -17.211925 16.329476  -0.518
N4 -0.841827 -17.560307 15.471280  0.108
C11 0.278235 -17.223451 16.043699  0.084
C12 -1.077138 -18.175757 14.172952  -0.834
H12 3.021664 -15.305923 18.200194  0.372
H13 2.308971 -14.914092 16.576713  0.343
H14 2.785794 -16.633721 16.982542  0.361
H15 0.605813 -14.980444 18.258409  0.394
H16 1.212064 -16.484740 18.916282  0.316
H17 -1.699832 -16.019405 18.325128  0.405
H18 -2.904746 -17.268560 16.001000  0.444
H19 1.229134 -17.343733 15.543614  0.315
H20 -0.101353 -18.752283 13.959879  0.313
H21 -1.320805 -17.335943 13.435027  0.300
H22 -1.943237 -18.796682 14.260083  0.364
C13 -6.219282 -23.750755 23.846534  -1.047
C14 -7.733957 -23.334318 23.818111  -0.712
N5 -7.972872 -22.238508 22.827486  0.066
C15 -7.900025 -20.910563 23.090682  -0.298
C16 -7.950721 -20.300985 21.841695  -0.494
N6 -8.039078 -21.326271 20.883931  0.171
C17 -7.955756 -22.465218 21.502206  -0.022
C18 -8.095074 -21.112922 19.420698  -0.931
H23 -6.011712 -24.236009 24.800815  0.360
H24 -5.579725 -22.875620 23.808613  0.347
H25 -6.039754 -24.467090 23.095030  0.355
H26 -8.290209 -22.936822 24.649808  0.442
H27 -8.413305 -24.167914 23.490663  0.380
H28 -7.824375 -20.518651 24.079795  0.460
H29 -7.934194 -19.293613 21.633228  0.457
H30 -8.048443 -23.461572 21.096914  0.409
H31 -7.547108 -20.183094 19.257963  0.299
H32 -9.135346 -20.953183 19.065806  0.296
H33 -7.542315 -21.813884 18.851568  0.431
C19 -14.220815 -21.291268 1.502985  -1.019
C20 -12.836623 -21.801309 1.018538  -0.423
N7 -12.017543 -22.116215 2.272521  0.100
C21 -11.640906 -21.248935 3.325089  -0.428
C22 -10.989811 -22.016549 4.215452  -0.436
N8 -10.955591 -23.317244 3.702004  0.115
C23 -11.602541 -23.334681 2.565369  0.037
C24 -10.512164 -24.510351 4.284354  -0.837
H34 -14.127568 -20.282964 2.022274  0.323
H35 -14.613294 -22.052717 2.194252  0.314
H36 -14.850734 -21.174082 0.630845  0.371
H37 -12.341913 -20.996825 0.539108  0.306
H38 -12.921739 -22.678252 0.325122  0.353
H39 -11.814587 -20.195282 3.278149  0.427
H40 -10.483186 -21.815091 5.132024  0.458
H41 -11.784892 -24.220094 1.986943  0.324
H42 -10.819508 -25.396820 3.709900  0.292
H43 -10.833211 -24.583440 5.325077  0.360
H44 -9.463140 -24.608212 4.326655  0.363
C25 1.646253 -19.213079 3.098758  -1.000
C26 0.897596 -18.677968 4.237298  0.679
O1 1.254528 -18.082016 5.236123  -0.437
N9 -0.706992 -18.957320 4.122589  -0.068
H45 -0.850131 -19.993131 3.987488  0.292
H46 -1.141671 -18.713377 5.043103  0.389
C27 -1.389461 -18.119887 3.042945  -0.827
H47 2.542253 -19.738627 3.360313  0.358
H48 1.804776 -18.382203 2.389030  0.314
H49 1.114279 -19.991307 2.562461  0.316
H50 -2.441830 -18.294541 3.112265  0.369
H51 -0.980730 -18.473943 2.095208  0.358
H52 -1.159335 -17.061173 3.230188  0.354
C28 -2.647117 -26.137012 8.245622  -0.954
C29 -2.435865 -25.916500 6.799657  0.659
O2 -2.170692 -24.832029 6.326564  -0.845
N10 -2.590770 -26.966129 5.971542  -0.107
H53 -2.344086 -26.707188 5.029529  0.243
H54 -0.866529 -24.126714 5.227963  0.420
C30 -3.025523 -28.290251 6.188751  -0.929
H55 -3.275419 -25.331650 8.655617  0.275
H56 -1.702576 -25.976660 8.787505  0.244
H57 -3.047051 -27.128787 8.491451  0.342
H58 -3.177911 -28.797619 5.262978  0.348
H59 -3.873638 -28.395606 6.881788  0.287
H60 -2.238653 -28.987715 6.572433  0.330
C31 -10.296933 -11.966522 10.855893  -1.166
C32 -11.506108 -12.438842 11.569123  0.694
O3 -12.645775 -12.533137 11.263614  -0.352
N11 -11.170325 -12.719675 13.103277  -0.254
H61 -10.513169 -13.542384 13.237597  0.406
H62 -10.627671 -11.892869 13.378952  0.404
C33 -12.374520 -12.940335 13.956258  -0.801
H63 -9.427574 -12.620871 10.835767  0.364
H64 -9.999070 -10.952534 11.186202  0.356
H65 -10.502874 -11.776608 9.796960  0.343
H66 -12.090175 -12.546220 14.951009  0.355
H67 -12.617663 -13.997579 13.938045  0.320
H68 -13.237081 -12.443944 13.560042  0.332
O4 0.952796 -22.454613 3.345953  -0.406
C34 -0.142823 -22.713974 4.011997  0.874
O5 -0.967430 -21.851195 4.232086  -0.780
O6 -0.207229 -23.889576 4.505887  -0.449
H69 1.530780 -23.252707 3.259780  0.350
O7 -7.860868 -20.457307 14.338141  -0.531
C35 -7.414874 -21.267664 15.513468  0.663
O8 -8.123074 -22.291876 15.699224  -0.725
O9 -6.489041 -20.666254 16.088182  -0.662
H70 -8.209486 -21.123023 13.689555  0.272

Force components x, y, z for each atom (eV/Å):
-0.325 -1.101 1.244
0.937 1.063 0.028
-0.577 0.640 -0.108
-0.048 -0.410 -0.483
0.246 0.224 0.601
-1.683 -1.031 -1.697
1.871 1.800 1.856
0.552 -0.098 0.244
0.855 0.182 -0.089
-0.116 0.197 -0.309
0.000 0.369 -0.120
-0.309 -0.989 -0.130
-0.397 0.385 -0.244
-0.392 -0.862 -0.327
0.213 0.001 0.173
-0.840 -0.902 -0.818
0.606 -0.352 0.090
0.039 0.891 -0.402
-0.560 0.266 0.636
-0.919 0.402 -1.912
-0.779 -1.515 -0.858
-0.456 0.234 1.000
1.413 -1.185 -0.893
1.674 1.847 0.720
-2.827 -0.291 1.188
1.251 0.820 -0.511
1.938 0.845 -0.907
0.878 0.177 0.112
0.512 -0.826 0.858
0.304 0.515 0.357
-0.396 1.461 0.708
-0.294 -0.353 0.538
-0.078 -0.450 -1.046
-0.763 -0.432 -0.060
0.043 -0.049 0.354
-1.883 0.809 -0.293
0.688 -1.347 0.774
-0.233 -0.658 -0.049
-1.828 0.950 1.933
-0.734 -0.442 -1.426
1.205 -1.743 -0.266
-0.289 0.545 -2.506
-0.178 -2.715 1.446
0.578 1.889 -0.467
-1.089 -0.940 1.578
-0.563 1.961 0.446
-0.047 -0.043 -0.008
0.093 0.040 -0.291
0.383 -0.555 -1.091
0.781 -0.124 1.163
0.910 0.513 0.182
-0.012 0.190 0.292
-0.041 1.831 -0.773
0.173 0.191 -0.227
-0.209 0.042 -0.116
0.708 -0.446 0.324
0.187 -1.163 -0.293
0.980 0.213 0.479
-0.931 0.058 1.483
-0.409 0.306 -0.878
-0.291 -0.960 -1.407
0.510 -1.077 -0.132
-0.668 1.408 -0.082
-0.438 0.660 -0.722
0.215 -2.122 1.529
-0.136 -1.343 -0.606
-0.274 0.482 -0.271
-0.317 0.016 0.010
0.712 0.534 -0.701
0.358 0.608 1.030
-0.157 0.197 0.074
0.021 0.304 0.305
-0.034 -0.053 -0.190
-0.361 0.501 0.271
-0.352 -0.135 -0.200
1.461 0.363 -0.128
-0.524 -0.102 -1.253
-0.371 1.267 3.424
-1.239 -1.765 -3.050
0.270 0.548 0.645
0.076 0.226 -0.003
0.761 -0.241 -0.789
1.372 -0.360 0.462
0.831 0.467 0.544
0.347 -0.304 0.288
-0.596 0.090 -0.065
-0.574 -0.121 -0.093
-0.255 0.298 0.002
-0.041 -0.435 -0.158
-0.035 0.285 1.334
-0.649 -1.596 -0.126
1.001 1.909 -0.459
0.460 1.059 -0.601
-0.129 -0.117 -0.160
-0.147 0.627 -0.768
0.799 -2.288 1.518
-0.106 -0.384 -0.311
-0.071 -0.328 -0.336
0.137 0.413 -0.014
-0.895 0.136 -0.846
0.082 0.204 -0.571
-0.179 0.848 0.326
0.292 1.001 -1.385
-0.884 -0.140 0.090
1.425 -0.013 0.226
0.779 -0.781 -0.393
-0.820 1.170 -0.501
-0.220 -0.165 0.258
0.512 0.069 0.900
-0.093 -0.196 0.615
-0.078 -0.535 0.412
-0.470 -0.294 0.177
-0.561 -0.550 -0.422
0.203 -0.066 0.310
-0.172 0.620 -0.261
1.352 -0.614 -1.058
-0.936 0.985 1.447
-0.359 1.213 -0.396
0.396 -2.642 0.783
-0.645 0.695 0.164
0.119 -1.951 -0.278
-0.316 2.347 -0.997
1.093 0.097 0.211
-1.154 -1.750 0.142
0.152 0.949 1.030